C53H50B11Br6N4O7PSiY | the ωB97M-V functional and the def2-TZVPD basis

Each line ends with the Löwdin charge.
Positions of all 134 atoms, in Å:
Y (0.271, -0.233, -0.095)  1.2913
C (0.639, -0.952, -4.714)  -0.0700
C (1.065, -2.369, -4.884)  -0.2721
C (1.074, -2.940, -6.148)  -0.0505
C (1.518, -4.236, -6.337)  -0.0900
C (1.951, -4.970, -5.248)  -0.0868
C (1.926, -4.417, -3.980)  -0.0854
C (1.481, -3.114, -3.776)  -0.3022
P (1.494, -2.291, -2.119)  1.1161
C (2.029, -3.738, -1.104)  -0.3429
C (0.939, -4.607, -0.971)  -0.2153
C (1.001, -5.753, -0.208)  -0.1003
C (2.182, -6.052, 0.450)  -0.0774
C (3.266, -5.208, 0.320)  -0.0449
C (3.228, -4.048, -0.453)  -0.2372
C (4.479, -3.239, -0.532)  -0.0363
C (2.914, -1.194, -2.494)  -0.3391
C (4.003, -1.704, -3.196)  -0.1122
C (5.090, -0.910, -3.497)  -0.0870
C (5.103, 0.408, -3.067)  -0.0785
C (4.010, 0.926, -2.403)  -0.0540
C (2.870, 0.162, -2.131)  -0.3320
C (1.630, 0.850, -1.649)  -0.2617
H (0.105, -0.600, -5.591)  0.0733
H (1.512, -0.314, -4.579)  0.0951
H (0.004, -0.847, -3.831)  0.0542
H (0.741, -2.354, -6.994)  0.1069
H (1.533, -4.665, -7.329)  0.0973
H (2.320, -5.977, -5.386)  0.0998
H (2.274, -5.008, -3.145)  0.1013
H (0.013, -4.357, -1.480)  0.0936
H (0.135, -6.386, -0.103)  0.1037
H (2.252, -6.924, 1.082)  0.1007
H (4.186, -5.449, 0.836)  0.1067
H (5.185, -3.572, 0.226)  0.0826
H (4.292, -2.178, -0.375)  0.0478
H (4.954, -3.352, -1.503)  0.0747
H (3.989, -2.738, -3.516)  0.1041
H (5.925, -1.315, -4.051)  0.0968
H (5.953, 1.042, -3.283)  0.0988
H (4.020, 1.964, -2.100)  0.1087
H (1.078, 1.087, -2.569)  0.0180
H (1.942, 1.822, -1.234)  0.0553
C (-3.342, -1.274, -0.750)  -0.2169
N (-2.397, -0.250, -1.194)  0.0073
C (-2.690, 0.281, -2.319)  -0.1150
C (-1.883, 1.246, -2.998)  -0.3169
C (-1.521, 1.145, -4.324)  -0.0514
C (-0.467, 2.051, -4.532)  -0.0683
C (-0.277, 2.708, -3.351)  -0.1672
N (-1.149, 2.255, -2.393)  -0.0795
C (-4.753, -0.775, -0.527)  -0.2400
C (-5.840, -1.531, -0.951)  -0.0478
C (-7.132, -1.121, -0.671)  -0.0890
C (-7.355, 0.048, 0.035)  -0.0925
C (-6.276, 0.810, 0.452)  -0.0719
C (-4.984, 0.404, 0.171)  -0.0588
H (-2.980, -1.691, 0.191)  0.0121
H (-3.362, -2.087, -1.486)  0.1265
H (-3.541, -0.093, -2.900)  0.1492
H (-1.942, 0.466, -5.041)  0.1132
H (0.104, 2.182, -5.429)  0.1085
H (0.425, 3.484, -3.128)  0.1174
H (-5.679, -2.455, -1.488)  0.1095
H (-7.966, -1.724, -0.998)  0.0988
H (-8.361, 0.357, 0.276)  0.0983
H (-6.433, 1.716, 1.019)  0.1016
H (-4.146, 0.994, 0.510)  0.0507
O (4.078, -0.422, 0.390)  0.0580
C (3.074, -0.385, 1.085)  -0.5691
O (2.010, -1.081, 0.919)  -0.1860
C (3.057, 0.581, 2.250)  -0.0483
C (4.140, 0.698, 3.072)  0.0798
C (4.119, 1.593, 4.156)  -0.1566
C (2.984, 2.349, 4.403)  0.0880
C (1.883, 2.239, 3.578)  -0.0673
C (1.877, 1.383, 2.421)  -0.2993
O (0.918, 1.358, 1.597)  -0.1772
N (0.728, 2.995, 3.897)  -0.3268
O (0.889, 4.068, 4.458)  0.0562
O (-0.360, 2.534, 3.613)  0.0299
N (5.232, 1.712, 5.024)  -0.3760
O (6.176, 0.955, 4.862)  0.0575
O (5.194, 2.566, 5.897)  0.0491
H (5.019, 0.095, 2.897)  0.1335
H (2.953, 2.995, 5.270)  0.1309
Br (-0.651, -2.778, 1.225)  0.9315
B (-0.898, -2.379, 3.181)  -0.7784
B (0.203, -2.945, 4.443)  -0.2517
C (0.178, -1.693, 5.594)  0.0635
B (0.194, -1.241, 3.974)  -0.2910
B (-0.742, -0.317, 5.157)  -0.2583
B (-1.316, -1.470, 6.374)  -0.2667
B (-0.735, -3.092, 5.933)  -0.2694
B (-1.464, -3.564, 4.387)  -0.8720
Br (-1.817, -5.437, 3.931)  0.8188
B (-2.429, -2.634, 5.610)  -0.8662
Br (-3.886, -3.454, 6.644)  0.8095
B (-2.435, -0.875, 5.115)  -0.8624
Br (-3.914, 0.340, 5.519)  0.8269
B (-1.475, -0.755, 3.606)  -0.7746
Br (-1.854, 0.469, 2.080)  0.9641
B (-2.548, -2.190, 3.877)  -0.8854
Br (-4.159, -2.458, 2.757)  0.8443
H (1.163, -3.591, 4.262)  0.1646
H (1.079, -1.525, 6.165)  0.1877
H (1.169, -0.804, 3.500)  0.1504
H (-0.407, 0.744, 5.518)  0.1556
H (-1.334, -1.171, 7.509)  0.1609
H (-0.396, -3.821, 6.786)  0.1597
C (-0.201, 7.037, -3.918)  -0.0900
C (0.431, 6.614, -2.762)  -0.0817
C (-0.147, 5.632, -1.976)  -0.1091
C (-1.362, 5.045, -2.326)  -0.2698
C (-1.987, 5.495, -3.485)  -0.1065
C (-1.420, 6.483, -4.270)  -0.0859
Si (-2.053, 3.504, -1.449)  0.8004
C (-2.103, 3.794, 0.405)  -0.2811
C (-1.030, 4.351, 1.100)  -0.0999
C (-1.195, 4.877, 2.369)  -0.0895
C (-2.420, 4.774, 3.008)  -0.0629
C (-3.485, 4.181, 2.354)  -0.0715
C (-3.337, 3.731, 1.054)  -0.1361
H (0.255, 7.791, -4.544)  0.1001
H (1.386, 7.036, -2.484)  0.1039
H (0.380, 5.301, -1.093)  0.0887
H (-2.924, 5.043, -3.781)  0.0970
H (-1.919, 6.809, -5.171)  0.0997
H (-3.433, 3.262, -1.918)  0.0414
H (-0.047, 4.366, 0.652)  0.0921
H (-0.368, 5.350, 2.878)  0.0980
H (-2.535, 5.145, 4.016)  0.1130
H (-4.434, 4.075, 2.860)  0.1055
H (-4.190, 3.316, 0.535)  0.0774

Summary:
Total charge   -1
HOMO-LUMO gap   7.564 eV

C4H7ClN2 | the ωB97M-V functional and the def2-TZVPD basis

Each line ends with the Löwdin charge.
Positions of all 14 atoms, in Å:
C (0.580, -0.606, -0.496)  -0.2031
C (0.645, 0.581, 0.150)  -0.1559
C (-1.396, -0.088, -1.502)  -0.3042
C (1.745, 1.052, 1.090)  -0.1185
N (-0.555, -0.986, -1.191)  0.0421
N (-2.238, 0.744, -1.297)  0.1645
Cl (-1.878, -2.705, 1.371)  0.1992
H (1.416, -1.274, -0.190)  0.1174
H (-0.161, 1.317, 0.000)  0.0903
H (-1.711, -2.974, 0.050)  -0.1869
H (1.266, 1.449, 2.069)  0.0980
H (2.271, 1.850, 0.696)  0.0198
H (2.611, 0.327, 1.409)  0.1054
H (-2.594, 1.312, -2.160)  0.1316

Summary:
SMILES   C/C=C/N=C=N.Cl
HOMO-LUMO gap   9.231 eV
Energy above the lowest of the compared OMol25 structures with the same formula, charge and spin   2.852 eV

C4H6CsNaO7 | the ωB97M-V functional and the def2-TZVPD basis

Each line ends with the Löwdin charge.
Positions of all 19 atoms, in Å:
O (-1.978, -0.944, -0.637)  -0.0944
C (-1.107, -0.040, -0.722)  -0.8370
O (-0.204, -0.036, -1.597)  -0.0792
O (-1.136, 0.908, 0.227)  -0.0269
O (0.707, 3.703, 1.597)  -0.1028
C (-0.377, 2.832, 1.391)  -0.2736
C (-0.104, 1.893, 0.229)  -0.1821
Cs (-1.591, -3.913, -4.035)  -0.0212
H (-1.272, 3.437, 1.187)  0.1142
H (-0.592, 2.244, 2.300)  0.1209
H (0.875, 1.410, 0.346)  0.1284
H (-0.110, 2.444, -0.721)  0.1272
C (-0.311, 6.969, 3.757)  -0.8131
O (-1.332, 7.685, 3.848)  -0.0806
O (0.680, 7.338, 2.894)  0.0820
H (0.322, 7.982, 2.273)  0.1063
Na (-1.572, 7.075, 6.157)  0.8019
O (0.015, 6.091, 4.615)  -0.0913
H (0.691, 4.014, 2.575)  0.1212

Summary:
Total charge   -1
HOMO-LUMO gap (alpha / beta)   0.940 / 4.146 eV
Spin multiplicity   2